# 1
The following is a quantum chemistry calculation of an isolated molecule of C7H10, from OMol25.

Structure (XYZ):
```
17
Properties=species:S:1:pos:R:3:forces:R:3:mulliken_charge:R:1
C -1.1682 -1.0658 -0.9786 -0.02 -0.03 -0.21 -0.852
C 2.0602 0.5080 0.0324 0.02 0.02 -0.02 -1.252
H -1.2120 3.4761 0.1359 0.06 -0.22 -0.09 0.446
H 1.0325 -0.7205 1.4694 -0.01 0.06 -0.11 0.252
H -1.8258 -0.6309 -1.7245 0.10 0.01 0.15 0.277
H -2.4900 -0.4865 0.7056 0.17 -0.13 -0.03 0.296
C -0.9778 2.4379 0.0412 0.08 -0.43 -0.03 0.264
C -0.4215 -0.1585 -0.0218 0.04 0.11 0.08 0.994
C -0.7206 1.2620 -0.0362 -0.11 0.47 0.05 -1.057
H 1.2620 -1.4942 -0.0937 -0.09 0.13 0.11 0.372
H 2.0896 0.7064 -1.0449 -0.02 -0.05 0.15 0.321
C -1.5734 -1.0151 0.4596 -0.11 -0.08 0.15 -0.793
C 1.0072 -0.5410 0.3875 -0.01 -0.04 0.06 -0.464
H 3.0537 0.1708 0.3462 -0.14 0.04 -0.06 0.380
H -0.6269 -1.9484 -1.3106 -0.06 0.19 0.03 0.257
H 1.8461 1.4552 0.5378 0.06 -0.15 -0.09 0.314
H -1.3422 -1.8548 1.1088 0.04 0.08 -0.14 0.245
```
Forces are in eV/Å.

LUMO: 0.042 hartree
Relative energy (zero: lowest compared OMol25 entry of this formula, charge and spin): 57.55 kcal/mol
Structure (SMILES): C#CC1(CC)CC1
Largest force on an atom: 0.49 eV Å⁻¹
Orbital gap: 10.4 eV
Electronic energy: -7418.539 eV

# 2
The following is a quantum chemistry calculation of a cluster of 10 separate species, C44H48Cl4N8 in total in a non-equilibrium geometry, from OMol25.

Structure (XYZ):
```
104
Properties=species:S:1:pos:R:3:forces:R:3:mulliken_charge:R:1
H 2.9460 -1.5293 1.2702 -0.31 -0.02 0.28 0.528
C -3.6707 -0.6522 -3.5576 0.05 -0.10 -2.06 -0.450
C -3.2913 -4.7812 -1.4269 1.05 -0.63 0.05 -0.463
C 3.9504 -1.5506 -3.1398 0.34 -2.00 -0.61 0.227
C -1.1691 -4.2407 -0.4804 -0.97 0.00 -1.93 0.337
H 5.5135 -3.1222 -3.6257 0.37 0.70 0.49 0.313
H -3.6574 -0.3738 -1.4257 0.09 0.06 0.08 0.542
H -1.5633 -1.9268 7.5959 -0.04 -0.03 0.12 0.379
C -1.2081 -5.4305 0.2418 -0.10 1.58 0.93 -0.362
H 5.4646 -1.9374 1.2504 -0.43 0.63 -0.06 0.440
C -1.7828 2.1177 4.6951 -0.99 -0.81 1.56 -0.614
C 2.0859 3.5010 -3.3382 0.56 1.13 0.16 -0.298
H -1.0634 -0.0157 -1.4857 -0.44 0.32 0.21 0.149
C -0.9386 -2.0887 6.7299 1.26 -0.86 -0.89 -0.297
H -1.0144 2.6723 4.1772 0.63 0.17 0.77 0.496
H -4.7353 0.8579 3.7569 -0.03 -0.53 -0.05 0.424
H -0.3784 -3.5067 -0.4302 0.49 -0.50 0.32 0.057
H -4.7362 0.2312 6.1940 -0.18 0.23 0.20 0.365
C -3.9323 0.8223 5.7808 -0.23 -0.92 -1.73 -0.599
C -1.3169 -1.6987 5.4568 1.50 -0.05 0.21 -0.484
Cl 2.8985 5.6649 -0.2319 0.47 -0.46 -0.32 -0.159
C 2.5303 2.2080 -5.6470 0.05 0.53 -0.13 -0.274
H -2.5944 4.9076 -2.3454 -0.07 0.14 -0.06 0.466
C 1.4807 1.4637 0.0679 1.39 1.71 0.93 -0.376
N -3.5648 2.7609 0.6721 -0.34 -0.57 0.64 -0.375
C 5.2547 -3.8028 0.3195 -1.63 0.45 1.25 -0.263
H 1.5615 7.1223 0.9167 0.41 -0.24 1.12 0.376
H -1.4745 2.6077 -1.9160 0.07 0.45 -0.36 0.416
C -0.3863 -1.9526 4.4136 -1.17 -0.27 -0.64 -0.031
C -3.2078 -5.9428 -0.6394 0.10 -0.13 1.18 -0.252
C -1.5057 -0.7389 -4.5881 -1.77 2.09 -1.08 -0.397
C 1.7991 1.5774 -4.6351 -1.12 -0.25 -1.12 -0.360
C 0.5175 -0.6263 0.0947 -1.71 -1.46 3.05 -1.037
C -2.9139 -0.7651 -4.7555 1.09 -0.99 2.28 -0.564
C 1.0976 -2.8996 5.9274 -0.48 -0.71 -0.18 -0.354
H 0.1561 4.7857 -0.2277 -0.54 -0.04 0.18 -0.197
H -3.9670 -6.7051 -0.7339 -0.40 0.14 0.13 0.369
C 1.3737 0.1893 -0.4869 0.71 3.47 -1.37 0.360
H -4.7175 -0.8576 -3.7260 -0.32 0.29 0.65 0.396
H -4.1732 -4.6076 -2.0256 0.10 -0.12 -0.25 0.396
C 0.2253 0.8539 1.9178 -1.44 -0.93 -1.41 -0.493
H -0.3517 -5.5181 0.8939 -0.10 -0.81 0.47 0.402
C -2.8524 1.1696 6.5333 1.13 1.30 -0.57 -0.140
H 4.2507 -3.1545 -4.6756 -0.56 0.57 -0.28 0.375
C 0.9950 1.8732 1.3208 0.28 -2.93 -0.57 -0.887
H -2.2277 -1.1228 5.3853 -0.02 -0.16 -0.70 0.414
N 2.9831 3.4549 -5.5851 0.75 0.29 2.30 -0.595
C -2.2434 3.0576 -1.3055 -0.63 0.65 0.80 -0.262
H 1.9230 4.0713 -2.4356 0.11 -0.02 0.22 0.273
H 3.0664 -1.0872 -3.5779 0.64 0.62 -0.56 0.068
H 3.4639 -2.2632 -2.4738 0.31 -0.41 0.08 -0.045
H -2.6875 1.9419 2.8212 -0.55 -0.04 -0.18 0.555
H -0.7028 -1.7309 3.4050 0.05 0.34 -0.20 0.597
H 3.5271 4.9375 -4.2247 -0.51 0.39 0.13 0.404
H 2.1526 2.1866 -0.3707 0.13 0.01 -0.56 0.666
H 2.7809 1.6991 -6.5660 -0.32 -0.17 -0.21 0.395
C 0.8314 -2.6111 4.5839 -1.07 1.17 1.66 -0.410
H 1.1432 0.7355 -4.8003 0.72 -0.76 -0.36 0.155
C 1.5345 6.0381 0.8073 -1.48 0.79 -0.37 -0.446
H -1.9182 -3.1571 -2.1278 -0.78 0.32 -0.07 0.429
N 0.2317 -2.7361 6.9287 0.00 0.63 0.38 -0.601
H -2.2672 1.3660 0.0799 0.53 -0.10 -0.21 0.929
C 2.9851 -4.5251 -0.0842 -0.12 1.75 0.21 -0.142
H -0.2984 0.9172 2.8603 0.30 0.36 0.29 0.568
C -2.8839 4.2948 -1.5045 -1.42 -0.36 0.55 -0.474
H -2.9167 0.9475 7.5883 0.64 0.17 0.22 0.393
H 2.2567 -5.1100 -0.6262 0.01 -0.49 0.29 0.408
C -4.0061 4.6741 -0.6765 1.94 -1.40 -0.30 -0.541
C -3.8742 1.0266 4.3865 -1.14 0.64 0.86 -0.395
Cl 4.8213 -0.4690 -2.0413 0.12 0.21 -0.45 -0.167
H 1.5568 -2.7665 3.7990 -0.16 -0.10 -0.10 0.401
H 1.4479 2.6875 1.8669 -0.49 0.36 -0.15 0.569
H -3.4058 -1.0679 -5.6680 0.18 0.06 -0.10 0.400
C 4.3397 -4.7792 -0.0845 1.35 0.24 -1.13 -0.763
H 0.3051 6.3847 -0.9038 -0.38 0.24 0.18 0.406
C 0.2344 5.8400 0.0377 0.12 -0.61 -0.40 -0.047
H 1.8073 0.0516 -1.4664 0.28 -0.50 0.11 0.342
H 4.7998 -5.5967 -0.6197 -0.48 -0.64 0.22 0.379
C -2.8200 1.7143 3.8687 1.01 0.07 -0.48 0.160
H -0.8765 -0.8683 -5.4563 0.25 -0.13 -0.09 0.378
C 1.4798 2.2561 -3.5099 0.65 1.02 0.45 0.501
C 4.8622 -2.4220 -4.1488 -1.15 0.24 1.23 -0.579
C -2.1652 -3.9567 -1.4452 0.62 -0.67 1.57 -0.244
N -0.9349 -0.2115 -3.5051 -0.30 -1.79 1.51 0.107
C 3.3502 -2.4695 0.9251 0.14 -0.10 -0.83 -0.053
C 4.7258 -2.6034 0.8295 1.14 -1.56 0.23 -0.879
N -1.7769 1.8518 6.0235 -0.40 -0.14 -0.45 -0.620
N -2.2493 -6.2692 0.2873 0.05 0.81 -2.41 -0.568
C -3.0862 -0.3799 -2.3422 1.82 -0.26 -0.16 -0.690
H 1.5196 5.3831 1.6784 0.36 0.62 0.19 0.299
H -4.5989 5.5509 -0.8911 0.13 0.09 0.04 0.407
H 2.0189 -3.4022 6.1827 0.20 -0.02 0.21 0.356
C -2.6391 2.3446 -0.1853 -0.54 0.08 0.29 -0.503
C -4.2609 3.8565 0.4470 0.51 1.24 -1.59 -0.464
Cl -1.2248 6.3787 0.9920 1.03 -0.36 -0.53 -0.195
H 0.8198 1.7869 -2.7953 -0.10 0.27 0.17 0.230
N -0.1406 -0.2933 1.2684 1.68 0.13 -0.48 -0.050
Cl 5.8111 -1.5138 -5.3318 -0.13 0.13 0.15 -0.197
H 6.3100 -4.0129 0.4124 0.09 0.06 -0.45 0.426
C 2.8807 4.0799 -4.3389 -0.82 -2.46 -1.59 -0.506
C -1.6706 -0.1966 -2.3604 -0.79 0.43 -1.34 0.252
N 2.4932 -3.3745 0.4359 0.17 -0.31 -0.07 -0.047
H 0.4971 -1.6364 -0.2868 -0.88 -0.24 0.24 0.147
H -5.0181 4.1569 1.1561 -0.13 -0.19 0.18 0.385
```
Forces are in eV/Å.

LUMO: 0.011 hartree
Relative energy (zero: lowest compared OMol25 entry of this formula, charge and spin): 56.02 kcal/mol
Structure (SMILES): c1ccncc1.c1ccncc1.c1ccncc1.c1ccncc1.c1ccncc1.c1ccncc1.c1ccncc1.c1ccncc1.ClCCCl.ClCCCl
Largest force on an atom: 3.80 eV Å⁻¹
Orbital gap: 9.5 eV
Electronic energy: -108412.606 eV